The following is a DFT calculation (wB97M-V/def2-TZVPD) of 2 unconnected molecules or ions with the total composition C8H16BrNS.

Element x y z (Å)
C (1.194, -1.260, -0.585)
C (-1.404, -0.089, 0.306)
Br (-2.350, -1.542, -0.555)
H (2.550, 0.420, -1.081)
H (-3.391, 3.479, 1.164)
S (0.046, -2.637, 1.633)
C (1.580, -0.250, 1.754)
C (1.545, 0.045, -1.279)
C (2.205, -2.388, -0.958)
N (-1.582, 1.122, 0.241)
H (-2.559, 4.127, -0.271)
H (-2.462, 1.881, -1.335)
H (3.156, -1.963, -0.783)
H (-1.685, 3.293, 0.988)
H (1.481, 0.095, -2.408)
H (2.120, -2.703, -1.945)
H (2.562, -0.776, 1.988)
H (1.805, 0.810, 1.291)
H (-0.652, -3.084, 0.479)
H (-3.706, 1.314, -0.095)
C (0.700, -1.152, 0.913)
H (1.085, -0.082, 2.706)
H (2.027, -3.179, -0.234)
H (0.266, -1.398, -1.158)
H (0.706, 0.718, -1.039)
C (-2.644, 1.887, -0.224)
C (-2.594, 3.313, 0.485)

Output
E_HOMO (spin up / spin down) (hartree): -0.280 / -0.280
Gap between HOMO and LUMO (spin up / spin down) (eV): 7.5263 / 7.5279
Net charge: 0
Lowest unoccupied orbital energy (spin up / spin down) (eV): -0.09 / -0.09
ΔE to the lowest compared entry with this formula, charge and spin (kcal/mol): 55.0
Calculated total energy (Ha): -3341.21345

---

The following is a DFT calculation (wB97M-V/def2-TZVPD) of a gas-phase ion, C8H16BrO2Si (charge -1).

Element x y z (Å)
H (0.335, -3.196, -0.398)
H (2.838, 1.972, 2.807)
H (0.969, 1.582, -0.198)
C (-2.482, -1.182, -0.693)
H (-2.728, -1.218, 0.326)
H (0.661, -2.738, -2.176)
C (0.728, 1.806, 1.974)
Br (2.057, -0.442, -2.275)
O (-0.733, -0.687, 1.859)
H (-0.866, -3.130, -1.828)
H (-1.728, 0.285, -2.884)
Si (-0.547, -0.885, -1.165)
C (0.216, 1.375, 0.601)
H (-0.686, 1.946, 0.213)
H (-2.869, -0.333, -1.186)
H (-0.051, 0.898, -2.572)
H (-2.979, -2.209, -1.043)
O (1.470, -1.506, 2.122)
H (0.323, 2.857, 2.164)
H (2.689, 2.684, 1.222)
C (-0.981, 0.633, -2.154)
H (-1.536, 1.370, -1.618)
C (0.538, -0.932, 1.608)
H (0.387, 1.126, 2.822)
C (0.043, -2.726, -1.332)
C (-0.049, -0.088, 0.553)
H (2.660, 0.913, 1.391)
C (2.321, 1.823, 1.860)

Output
E_HOMO (hartree): -0.178
Gap between HOMO and LUMO (eV): 8.3073
Net charge: -1
Lowest unoccupied orbital energy (eV): 3.48
ΔE to the lowest compared entry with this formula, charge and spin (kcal/mol): 11.4
Calculated total energy (Ha): -3328.43929

---

The following is a DFT calculation (wB97M-V/def2-TZVPD) of a molecular structure, C8H16CoN3O6.

Element x y z (Å)
H (-1.226, 1.015, -3.504)
C (-0.249, 0.873, -3.954)
O (-0.676, 1.093, 0.303)
C (0.567, 0.490, -1.668)
C (-0.687, -0.613, 1.995)
H (-2.018, -0.491, 0.308)
N (3.165, 2.566, 1.103)
C (2.034, 0.012, -3.536)
H (1.871, -0.776, -4.269)
O (0.487, -0.248, 2.209)
H (-2.793, -3.016, 2.646)
O (3.296, 1.367, 1.546)
H (0.632, -2.295, 3.351)
C (-0.742, 1.051, -1.118)
N (0.744, 0.428, -2.978)
C (-2.657, -1.939, 2.587)
O (1.423, 0.122, -0.850)
H (-0.341, 0.118, -4.733)
C (-0.421, -2.408, 3.579)
H (-0.704, -3.455, 3.508)
Co (1.432, 0.954, 0.988)
O (1.985, 2.760, 0.597)
H (0.067, 1.809, -4.415)
H (2.507, 0.862, -4.027)
H (2.677, -0.353, -2.744)
C (-1.520, 0.184, 1.003)
O (4.006, 3.390, 1.135)
H (-3.160, -1.478, 3.438)
H (-0.604, -2.055, 4.595)
H (-0.891, 2.068, -1.476)
H (-1.581, 0.438, -1.446)
H (-2.279, 0.756, 1.538)
N (-1.222, -1.645, 2.616)
H (-3.121, -1.587, 1.671)

Output
E_HOMO (spin up / spin down) (hartree): -0.486 / -0.475
Gap between HOMO and LUMO (spin up / spin down) (eV): 9.6337 / 10.0583
Net charge: +1
Lowest unoccupied orbital energy (spin up / spin down) (eV): -3.58 / -2.86
Spin multiplicity: 2
ΔE to the lowest compared entry with this formula, charge and spin (kcal/mol): 0.0
Calculated total energy (Ha): -2312.58536

---

The following is a DFT calculation (wB97M-V/def2-TZVPD) of a molecular structure, C8H16F3O8PSi2.

Element x y z (Å)
O (0.975, 2.961, 0.607)
C (-2.530, -3.371, 0.645)
H (-0.467, 0.650, -4.274)
H (-0.955, -4.985, -1.824)
C (-1.456, -4.127, -2.244)
O (-2.948, -4.282, -0.279)
H (1.757, -1.586, 1.232)
O (0.123, -2.609, -0.432)
H (0.900, -2.896, -2.876)
C (0.795, 5.384, 2.664)
H (-1.660, -4.281, -3.291)
H (0.886, 5.449, 0.499)
O (-2.563, -2.239, 0.460)
F (2.850, 1.011, 0.681)
O (2.545, 4.440, 1.253)
H (1.486, 5.392, 3.508)
F (4.093, 2.358, 1.834)
H (-0.144, -0.317, 0.642)
H (0.223, 4.459, 2.719)
H (2.105, 6.417, 1.311)
C (1.555, 5.480, 1.358)
O (-1.898, 0.090, -1.663)
H (-2.580, -3.575, 2.775)
F (4.019, 2.534, -0.325)
Si (-0.301, -2.638, -2.050)
C (3.283, 2.272, 0.768)
H (-2.127, -5.032, 1.877)
H (1.697, -0.570, -0.962)
C (2.103, 3.249, 0.871)
C (-2.041, -3.956, 1.929)
C (-2.769, -3.863, -1.593)
H (-0.991, -3.716, 2.007)
H (0.107, 6.222, 2.764)
H (-2.057, 0.980, -1.990)
O (-0.050, 0.047, -3.653)
P (-1.244, -0.806, -2.885)
O (-3.616, -3.341, -2.153)
Si (0.895, -1.206, 0.092)

Output
E_HOMO (hartree): -0.287
Gap between HOMO and LUMO (eV): 8.2349
Net charge: 0
Lowest unoccupied orbital energy (eV): 0.43
Calculated total energy (Ha): -2136.40189

---

Among the records above, which one has the lowest calculated total energy? C8H16BrNS

---

calculated total energy of number 1 (C8H16BrNS)? -3341.21345 Ha